No. 1
Formula: CH6NO2
Source: OMol25
Level of theory: ωB97M-V/def2-TZVPD

ORCA input file:
```
! wB97M-V def2-TZVPD RIJCOSX def2/J DEFGRID3
* xyz 1 1
O -1.56 -1.27 -0.90
H -2.02 -0.93 -1.68
H -2.17 -1.14 -0.17
H 0.46 2.23 -0.42
C 0.99 0.69 0.54
N 0.85 -0.59 0.65
O 0.12 1.38 -0.11
H 1.78 1.21 1.09
H 0.12 -1.04 0.08
H 1.64 -1.10 1.01
*
```

The orbital gap is 0.423 Ha. The largest force on an atom comes out at 0.76 eV Å⁻¹. The highest occupied orbital energy comes out at -16.03 eV. The molecular weight comes out at 64.06 g mol⁻¹.

=====

No. 2
Formula: C4H15NO3
Source: OMol25
Level of theory: ωB97M-V/def2-TZVPD

ORCA input file:
```
! wB97M-V def2-TZVPD RIJCOSX def2/J DEFGRID3
* xyz 0 1
N 1.93 1.68 -0.19
C 0.97 0.56 0.28
C 0.96 -0.42 -0.76
C -0.28 -0.30 -1.64
C -1.69 0.15 -1.12
O -1.85 1.53 -0.53
H 1.76 2.40 0.40
H 1.79 1.85 -1.16
H 1.47 0.35 1.15
H -0.01 0.93 0.67
H 1.07 -1.45 -0.45
H 1.85 -0.25 -1.37
H -0.68 -1.33 -2.12
H -0.01 0.31 -2.56
H -1.95 -0.57 -0.38
H -2.34 0.03 -1.89
H -1.10 2.15 -1.01
O 0.20 -2.63 1.23
H 0.25 -1.95 1.86
H -0.55 -2.53 0.74
O -0.99 -0.33 2.97
H -0.72 0.41 2.48
H -0.08 -0.59 3.42
*
```

The orbital gap is 0.367 Ha. The largest force on an atom comes out at 4.29 eV Å⁻¹. The highest occupied orbital energy comes out at -9.52 eV. The molecular weight comes out at 125.17 g mol⁻¹. As for the SMILES: NCCCCO.O.O.

=====

No. 3
Formula: C26H28BGdNO3P2
Source: OMol25
Level of theory: ωB97M-V/def2-TZVPD

ORCA input file:
```
! wB97M-V def2-TZVPD RIJCOSX def2/J DEFGRID3
* xyz 1 8
C -3.12 3.64 -2.28
C -1.95 3.05 -1.79
C -1.80 2.95 -0.39
C -2.77 3.43 0.48
C -3.95 3.97 -0.02
C -4.12 4.07 -1.40
C -2.59 3.17 1.98
C -1.11 3.12 2.38
C -0.20 2.72 1.41
C 1.18 2.50 1.71
C 1.59 2.70 3.02
C 0.66 3.00 4.01
C -0.69 3.20 3.70
H -3.25 3.73 -3.36
H -4.72 4.30 0.68
H -5.04 4.50 -1.80
H -3.04 3.99 2.54
H 2.65 2.60 3.27
H 0.99 3.08 5.05
H -1.43 3.44 4.47
N -0.68 2.27 0.14
Gd -0.13 0.34 0.23
C -0.87 2.54 -2.71
H 0.08 3.08 -2.52
H -1.16 2.69 -3.76
C 2.11 2.09 0.56
H 1.54 2.08 -0.40
H 2.89 2.85 0.42
P -0.50 0.74 -2.49
P 3.06 0.49 0.64
C 3.21 -0.05 2.36
H 3.15 -1.15 2.38
H 4.19 0.26 2.74
H 2.43 0.36 3.01
C 4.74 0.93 0.11
H 5.43 0.85 0.96
H 5.04 0.22 -0.68
H 4.76 1.95 -0.29
C -1.90 0.00 -3.38
H -1.72 0.02 -4.46
H -2.01 -1.05 -3.05
H -2.84 0.53 -3.14
C 0.88 0.48 -3.65
H 1.55 -0.29 -3.23
H 0.48 0.13 -4.61
H 1.45 1.41 -3.79
C -3.15 1.87 2.20
O -2.75 0.77 1.91
H -3.99 2.39 2.67
O 3.26 -1.91 -1.14
B 2.46 -0.98 -0.47
O 1.10 -1.54 -0.44
C 1.19 -2.82 -0.97
C 0.19 -3.77 -1.10
C 0.59 -5.01 -1.62
C 1.92 -5.24 -1.99
C 2.90 -4.25 -1.88
C 2.50 -3.03 -1.36
H -0.83 -3.54 -0.80
H -0.15 -5.80 -1.74
H 2.20 -6.22 -2.38
H 3.94 -4.41 -2.15
*
```

The orbital gap (spin up / spin down) is 0.236 / 0.200 Ha. The largest force on an atom comes out at 5.60 eV Å⁻¹. The highest occupied orbital energy (spin up / spin down) comes out at -9.01 / -8.05 eV. The molecular weight comes out at 632.52 g mol⁻¹. The expectation value of S² is 16.78.

=====

No. 4
Formula: C10H24N5OP
Source: OMol25
Level of theory: ωB97M-V/def2-TZVPD

ORCA input file:
```
! wB97M-V def2-TZVPD RIJCOSX def2/J DEFGRID3
* xyz 1 2
O -2.54 20.15 -23.80
P -1.83 19.46 -22.63
N -1.24 17.88 -23.03
C -2.27 16.92 -23.11
C -0.14 17.50 -23.96
N -2.85 19.33 -21.32
C -2.53 18.55 -20.05
C -3.90 20.41 -21.06
N -0.52 20.33 -21.99
C -0.61 21.78 -21.86
C 0.36 19.84 -20.92
H -2.64 16.99 -24.13
H -3.16 17.28 -22.60
H -1.96 15.91 -22.82
H -0.32 17.69 -25.01
H -0.03 16.42 -23.92
H 0.82 17.98 -23.75
H -3.47 18.16 -19.66
H -1.73 17.85 -20.27
H -2.11 19.24 -19.32
H -4.50 20.12 -20.20
H -3.52 21.42 -20.88
H -4.46 20.47 -21.99
H 0.30 22.30 -21.57
H -0.62 22.17 -22.88
H -1.60 22.14 -21.58
H 0.47 18.76 -20.93
H -0.13 20.06 -19.97
H 1.36 20.27 -20.98
C -11.47 16.08 -22.39
C -12.13 17.34 -22.91
N -12.70 18.22 -23.32
H -10.75 16.28 -21.60
H -10.98 15.48 -23.15
H -12.26 15.59 -21.83
C -6.09 18.61 -23.24
C -7.32 17.81 -23.00
N -8.28 17.18 -22.79
H -5.13 18.17 -22.97
H -6.19 19.55 -22.70
H -5.80 18.52 -24.29
*
```

The orbital gap (spin up / spin down) is 0.374 / 0.189 Ha. The largest force on an atom comes out at 5.36 eV Å⁻¹. The highest occupied orbital energy (spin up / spin down) comes out at -12.86 / -12.86 eV. The molecular weight comes out at 261.31 g mol⁻¹. The expectation value of S² is 0.76.

=====

No. 5
Formula: C39H35AsBrCaCl2N2O7PS2
Source: OMol25
Level of theory: ωB97M-V/def2-TZVPD

ORCA input file:
```
! wB97M-V def2-TZVPD RIJCOSX def2/J DEFGRID3
* xyz -2 1
Ca 0.24 2.50 0.47
Cl 2.44 2.33 2.60
C 3.77 3.41 2.28
C 4.94 3.20 2.99
C 6.04 4.01 2.77
C 5.94 5.03 1.84
C 4.76 5.22 1.14
Cl 4.74 6.53 -0.01
C 3.60 4.43 1.30
S 2.16 4.68 0.40
H 4.97 2.39 3.70
H 6.96 3.85 3.32
H 6.78 5.68 1.64
S -2.79 1.47 -0.21
C -3.47 0.06 0.53
C -4.71 0.09 1.21
C -5.27 -1.05 1.75
C -4.62 -2.28 1.65
C -3.40 -2.34 0.99
C -2.83 -1.20 0.44
As -1.08 -1.12 -0.42
C -1.62 -1.22 -2.30
C -0.62 -1.39 -3.26
C -0.94 -1.50 -4.61
C -2.26 -1.41 -5.02
C -3.26 -1.21 -4.07
C -2.94 -1.12 -2.73
C -0.64 -3.05 -0.21
C -0.08 -3.42 1.01
C 0.30 -4.73 1.27
C 0.14 -5.70 0.29
C -0.42 -5.35 -0.93
C -0.81 -4.04 -1.18
H -5.21 1.05 1.30
H -6.22 -0.98 2.28
H -5.06 -3.17 2.08
H -2.89 -3.29 0.91
H 0.42 -1.43 -2.94
H -0.16 -1.64 -5.34
H -2.52 -1.49 -6.07
H -4.30 -1.12 -4.39
H -3.72 -0.96 -1.99
H 0.07 -2.66 1.77
H 0.73 -4.98 2.23
H 0.44 -6.72 0.48
H -0.55 -6.10 -1.70
H -1.24 -3.78 -2.14
C 4.30 1.28 -0.45
O 3.92 -0.02 0.01
P 2.32 -0.37 0.04
O 2.14 -1.45 -1.15
C 2.89 -2.65 -1.22
O 2.41 -1.51 1.23
C 2.37 -1.06 2.58
H 4.65 1.22 -1.48
H 5.09 1.65 0.20
H 3.46 1.98 -0.44
H 2.83 -3.02 -2.24
H 2.48 -3.40 -0.54
H 3.94 -2.47 -0.96
H 2.30 -1.95 3.21
H 1.50 -0.42 2.76
H 3.28 -0.51 2.84
C 1.45 0.81 -5.32
N 0.73 1.48 -4.26
C -0.47 2.09 -4.48
C -1.10 2.77 -3.52
C -0.46 2.84 -2.22
O -0.89 3.57 -1.29
N 0.64 2.09 -1.98
C 1.31 1.47 -2.97
O 2.39 0.89 -2.85
H 0.79 0.70 -6.18
H 1.78 -0.17 -4.97
H 2.34 1.37 -5.61
H -0.88 1.97 -5.48
H -2.06 3.24 -3.67
Br -5.87 -0.49 5.87
C -4.37 0.20 4.92
C -4.31 1.56 4.66
C -3.23 2.05 3.94
C -2.22 1.20 3.51
C -2.31 -0.16 3.78
C -3.38 -0.67 4.50
C -1.08 1.73 2.68
O -1.01 2.97 2.48
O -0.27 0.89 2.20
H -5.10 2.22 4.99
H -3.15 3.10 3.69
H -1.54 -0.81 3.40
H -3.47 -1.73 4.69
*
```

The orbital gap is 0.204 Ha. The largest force on an atom comes out at 0.28 eV Å⁻¹. The highest occupied orbital energy comes out at -1.81 eV. The molecular weight comes out at 1004.63 g mol⁻¹.

=====

No. 6
Formula: C5H4O
Source: OMol25
Level of theory: ωB97M-V/def2-TZVPD

ORCA input file:
```
! wB97M-V def2-TZVPD RIJCOSX def2/J DEFGRID3
* xyz 0 1
C -0.10 1.33 3.08
C -0.32 1.02 1.94
C -0.18 0.54 0.67
C 0.00 0.11 -0.44
C 0.17 -0.44 -1.76
O -0.47 -1.68 -1.93
H 0.12 1.60 4.08
H -0.29 0.25 -2.47
H 1.24 -0.49 -1.96
H -0.16 -2.25 -1.22
*
```

The orbital gap is 0.376 Ha. The largest force on an atom comes out at 1.09 eV Å⁻¹. The highest occupied orbital energy comes out at -9.50 eV. The molecular weight comes out at 80.09 g mol⁻¹. As for the SMILES: C#CC#CCO.

=====

No. 7
Formula: C33H22BrF5N3O8S2TeW
Source: OMol25
Level of theory: ωB97M-V/def2-TZVPD

ORCA input file:
```
! wB97M-V def2-TZVPD RIJCOSX def2/J DEFGRID3
* xyz 1 1
W 0.76 0.17 0.58
Br -2.26 -6.86 -2.88
C -1.96 -5.37 -1.77
C -2.44 -5.37 -0.48
C -2.22 -4.28 0.35
C -1.46 -3.21 -0.12
O -1.12 -2.11 0.66
C -1.07 -3.15 -1.45
C -0.46 -2.02 -2.16
N -0.03 -0.89 -1.75
C 0.64 -0.08 -2.70
C 1.22 -0.52 -3.86
C 1.73 0.41 -4.80
C 1.60 1.75 -4.59
C 1.05 2.22 -3.37
C 0.82 3.59 -3.10
C 0.22 3.94 -1.93
C 0.01 2.96 -0.94
N 0.32 1.69 -1.12
C 0.68 1.29 -2.39
C -1.32 -4.25 -2.27
H -3.01 -6.22 -0.10
H -3.07 -5.04 1.89
H -0.39 -2.23 -3.23
H 1.30 -1.57 -4.08
H 2.18 0.04 -5.71
H 1.92 2.47 -5.33
H 1.08 4.34 -3.84
H -0.05 4.96 -1.70
H -0.38 3.24 0.02
H -1.02 -4.23 -3.31
C 4.75 1.60 -1.07
C 5.06 2.71 -0.28
C 4.12 3.16 0.62
C 2.90 2.51 0.74
N 2.63 1.43 -0.01
C 3.53 0.99 -0.89
C 1.81 2.92 1.64
C 1.84 4.11 2.36
C 0.75 4.45 3.15
C -0.35 3.61 3.21
C -0.37 2.43 2.48
C 0.71 2.08 1.67
H 5.45 1.21 -1.79
H 6.01 3.20 -0.37
H 4.34 4.01 1.26
H 3.27 0.11 -1.46
H 2.68 4.78 2.31
H 0.76 5.38 3.72
H -1.20 3.86 3.83
H -1.24 1.79 2.53
O -2.90 -0.66 -0.99
S -2.73 0.36 0.01
O -3.30 1.64 -0.20
O -1.28 0.52 0.40
C -3.45 -0.29 1.52
C -4.74 0.14 1.79
C -5.44 -0.35 2.89
C -4.85 -1.28 3.73
C -3.56 -1.72 3.48
C -2.87 -1.23 2.39
S -1.22 -1.80 2.21
O -2.78 -4.18 1.58
O -0.92 -2.84 3.10
O -0.33 -0.63 2.26
H -5.19 0.87 1.14
H -6.44 0.00 3.08
H -5.39 -1.67 4.58
H -3.08 -2.44 4.13
F 4.56 -2.46 -0.68
Te 3.31 -2.55 0.79
F 1.96 -0.02 2.03
F 1.61 -2.82 1.71
F 4.06 -4.09 1.55
F 2.41 -3.61 -0.44
O 1.82 -0.91 -0.22
*
```

The orbital gap is 0.279 Ha. The largest force on an atom comes out at 3.10 eV Å⁻¹. The highest occupied orbital energy comes out at -11.45 eV. The molecular weight comes out at 1139.02 g mol⁻¹.

=====

No. 8
Formula: C4H6BeO2
Source: OMol25
Level of theory: ωB97M-V/def2-TZVPD

ORCA input file:
```
! wB97M-V def2-TZVPD RIJCOSX def2/J DEFGRID3
* xyz -1 2
O -2.65 0.02 -0.76
C -1.59 0.78 -0.26
H -2.58 -0.01 -1.72
H -1.87 1.26 0.68
C -0.27 0.42 -0.52
C 0.72 0.29 0.49
C 1.40 -1.06 0.73
O 2.55 -1.24 -0.06
Be 1.90 0.33 -0.81
H 0.70 0.99 1.34
H -0.64 1.25 -1.44
H 0.67 -1.87 0.53
H 1.66 -1.16 1.81
*
```

The orbital gap (spin up / spin down) is 0.125 / 0.200 Ha. The largest force on an atom comes out at 3.97 eV Å⁻¹. The highest occupied orbital energy (spin up / spin down) comes out at -0.61 / -2.63 eV. The molecular weight comes out at 95.10 g mol⁻¹. The expectation value of S² is 0.76.

=====

No. 9
Formula: C64H48BrF3IrO2P2S
Source: OMol25
Level of theory: ωB97M-V/def2-TZVPD

ORCA input file:
```
! wB97M-V def2-TZVPD RIJCOSX def2/J DEFGRID3
* xyz 0 2
Ir 2.06 -0.49 -1.04
O -2.52 -0.95 -0.18
S -0.24 -1.33 -1.68
C -0.23 -2.92 -0.90
C -0.12 -4.11 -1.58
C 0.26 -5.31 -0.95
C 0.64 -5.27 0.36
C 1.22 -6.30 1.28
C 1.50 -5.54 2.59
C 0.89 -4.18 2.39
C 0.72 -3.12 3.24
C -0.02 -2.02 2.77
C -0.45 -1.89 1.46
P -1.97 -0.91 1.18
C -3.03 -1.88 2.32
C -3.10 -1.65 3.69
C -3.82 -2.51 4.49
C -4.49 -3.59 3.94
C -4.44 -3.80 2.57
C -3.72 -2.95 1.77
C -2.03 0.79 1.86
C -3.05 1.55 1.30
C -3.30 2.83 1.74
C -2.52 3.37 2.76
C -1.49 2.63 3.30
C -1.24 1.34 2.86
C -0.09 -2.90 0.52
C 0.46 -4.07 1.07
C -0.96 -1.60 -3.28
C -0.48 -2.51 -4.20
C -1.29 -2.97 -5.26
C -2.58 -2.54 -5.33
C -3.72 -2.91 -6.24
C -4.89 -1.99 -5.82
C -4.35 -1.14 -4.71
C -4.87 -0.10 -3.99
C -4.03 0.58 -3.10
C -2.72 0.20 -2.85
P -1.61 1.56 -1.97
C -2.17 2.78 -3.21
C -1.78 2.60 -4.54
C -2.23 3.47 -5.51
C -3.09 4.50 -5.17
C -3.46 4.69 -3.85
C -2.99 3.84 -2.87
C -0.43 3.08 -1.24
C 0.83 3.25 -1.78
C 1.65 4.26 -1.31
C 1.22 5.09 -0.29
C -0.04 4.91 0.26
C -0.87 3.91 -0.22
C -2.21 -0.95 -3.47
C -3.02 -1.53 -4.46
H -0.29 -4.14 -2.65
H 0.32 -6.22 -1.53
H 2.13 -6.73 0.86
H 0.50 -7.12 1.44
H 2.57 -5.41 2.74
H 1.10 -6.05 3.47
H 1.06 -3.14 4.26
H -0.30 -1.27 3.48
H -2.59 -0.80 4.12
H -3.86 -2.34 5.56
H -5.03 -4.28 4.57
H -4.97 -4.64 2.13
H -3.67 -3.09 0.70
H -3.64 1.11 0.50
H -4.09 3.43 1.29
H -2.70 4.38 3.10
H -0.88 3.06 4.08
H -0.41 0.78 3.28
H 0.53 -2.87 -4.12
H -0.88 -3.68 -5.96
H -3.98 -3.97 -6.11
H -3.45 -2.76 -7.28
H -5.75 -2.57 -5.47
H -5.22 -1.36 -6.64
H -5.89 0.23 -4.13
H -4.42 1.46 -2.61
H -1.12 1.78 -4.79
H -1.92 3.33 -6.53
H -3.47 5.16 -5.93
H -4.12 5.51 -3.58
H -3.27 3.99 -1.83
H 1.18 2.60 -2.57
H 2.64 4.39 -1.73
H 1.86 5.88 0.08
H -0.38 5.56 1.06
H -1.84 3.77 0.22
O 0.38 0.73 0.28
H 0.62 1.63 0.53
H -0.41 0.80 -0.28
Br 2.29 0.33 -3.46
F 4.53 -1.94 -1.60
C 3.24 -2.12 -1.26
F 3.27 -2.93 -0.17
F 2.74 -2.93 -2.24
C 3.31 0.24 0.29
C 3.93 0.78 1.19
C 4.67 1.38 2.21
C 4.06 1.52 3.50
C 4.82 1.51 4.68
C 4.24 1.76 5.90
C 2.88 2.01 6.00
C 2.10 1.93 4.86
C 2.67 1.67 3.63
C 6.01 1.82 1.94
C 6.66 2.78 2.74
C 7.96 3.15 2.48
C 8.64 2.61 1.40
C 8.00 1.71 0.57
C 6.70 1.32 0.82
H 5.87 1.27 4.62
H 4.86 1.78 6.79
H 2.44 2.26 6.95
H 1.03 2.09 4.94
H 2.05 1.62 2.74
H 6.12 3.25 3.55
H 8.45 3.87 3.12
H 9.66 2.91 1.20
H 8.52 1.30 -0.29
H 6.20 0.61 0.18
*
```

The orbital gap (spin up / spin down) is 0.104 / 0.090 Ha. The largest force on an atom comes out at 2.58 eV Å⁻¹. The highest occupied orbital energy (spin up / spin down) comes out at -5.47 / -5.19 eV. The molecular weight comes out at 1272.22 g mol⁻¹. The expectation value of S² is 0.78.

=====

Number 1 is which compound?
CH6NO2